# 1
15
Properties=species:S:1:pos:R:3 method="wB97M-V/def2-TZVPD" gap_ev=11.76 total_energy_ha=-250.0066 fmax_ev_per_a=1.3 lumo_ha=-0.123 charge=+1 de_lowest_ev=1.285
O 1.03 -0.33 1.27
N -0.89 -0.06 -0.60
C 0.24 0.48 -2.67
C -0.34 0.93 -1.59
C 0.36 -0.39 2.54
H 1.09 -0.60 3.32
H 0.68 1.13 -3.43
H -0.13 0.56 2.73
H 1.72 -1.01 1.31
H -0.40 -1.19 2.52
H -1.38 -0.80 -1.10
H 0.20 -0.54 -3.00
H -0.09 -0.49 -0.07
H -0.52 1.94 -1.23
H -1.57 0.39 0.00

# 2
16
Properties=species:S:1:pos:R:3 method="wB97M-V/def2-TZVPD" gap_ev="8.03 / 8.03" total_energy_ha=-608.4769 fmax_ev_per_a=3.5 lumo_ha="0.019 / 0.019" de_lowest_ev=5.387
P -0.56 -0.35 -0.34
N -3.29 -0.10 0.05
N -2.73 0.71 0.68
C 0.78 0.43 -1.46
C -1.35 0.84 0.89
C -1.87 -1.37 -0.77
C 0.55 -1.20 0.98
H 1.26 -0.35 1.37
H 1.75 0.80 -1.06
H -1.28 0.13 1.77
H 0.22 1.22 -1.97
H -2.04 -1.58 -1.80
H -0.94 1.82 0.84
H 1.03 -0.34 -2.24
H 0.01 -1.62 1.86
H 1.08 -1.99 0.55

# 3
50
Properties=species:S:1:pos:R:3 method="wB97M-V/def2-TZVPD" gap_ev="7.48 / 5.98" multiplicity=3 total_energy_ha=-3742.4472 fmax_ev_per_a=1.7 lumo_ha="-0.094 / -0.195" charge=+1 s2=2.022 de_lowest_ev=0.033
Ti -0.23 0.04 0.29
Cl -1.14 1.32 2.02
Cl -2.22 -0.08 -1.19
S 2.19 1.13 2.28
S -0.96 -2.28 1.12
O 2.80 0.12 3.15
O 3.73 1.93 1.56
N 1.71 0.55 0.92
N 3.64 -0.53 -0.05
N 1.43 -2.74 2.34
N 1.41 -0.84 -0.79
N -0.13 -1.60 3.52
N 8.25 3.39 4.20
C 4.13 -4.55 0.65
C 4.77 2.23 2.26
C 5.98 2.61 4.31
C 7.13 3.01 3.57
C 5.93 2.64 1.52
C 4.84 2.22 3.69
C 3.14 -1.92 -1.96
C 2.35 -0.31 0.01
C 0.19 -2.24 2.39
C 3.44 -3.66 1.44
C 3.45 -5.42 -0.19
C 2.05 -3.64 1.42
C 1.35 -4.51 0.60
C 1.80 -1.63 -1.78
C 4.02 -1.34 -1.05
C 2.06 -5.39 -0.21
C 7.07 3.01 2.15
C -0.87 1.19 -1.37
H 5.22 -4.57 0.69
H 3.98 1.92 4.27
H 1.52 -6.07 -0.85
H 8.31 3.40 5.21
H 2.06 -2.42 3.06
H 9.06 3.69 3.69
H 0.56 -1.39 4.22
H 5.85 2.63 0.44
H 3.97 -2.97 2.09
H 7.95 3.32 1.60
H 0.27 -4.52 0.59
H 5.08 -1.56 -1.11
H -1.34 2.15 -1.19
H -0.50 1.10 -2.39
H -0.95 -1.01 3.49
H 3.98 -6.12 -0.81
H 3.48 -2.57 -2.75
H 1.02 -2.05 -2.41
H 6.04 2.62 5.40

# 4
21
Properties=species:S:1:pos:R:3 method="wB97M-V/def2-TZVPD" smiles="CNC(=O)N[C@@H](C)C#N.O" gap_ev=10.30 total_energy_ha=-511.8094 fmax_ev_per_a=5.6 lumo_ha=0.020 de_lowest_ev=2.634
O -1.25 0.56 1.34
O 0.67 -0.37 -3.57
N 0.42 1.62 0.21
N 0.53 1.35 2.50
N 1.69 1.68 -2.72
C 0.64 1.46 -2.19
C -1.19 2.83 -1.23
C -0.30 1.59 -1.04
C -0.15 1.12 1.36
C -0.05 1.07 3.80
H 1.66 0.29 -3.66
H -0.93 0.69 -1.03
H -0.97 1.64 3.97
H 1.42 1.81 2.46
H -0.27 0.00 3.90
H -1.94 2.84 -0.42
H -1.71 2.79 -2.19
H 0.68 1.34 4.57
H -0.60 3.75 -1.17
H 1.29 2.13 0.26
H 0.58 -0.95 -2.80